1.
Here is a structure of composition C48H55FN6O5V from OMol25. Energies are from the ωB97M-V functional and the def2-TZVPD basis.

Output
HOMO level, eV: -15.224
Frontier orbital gap, eV: 5.863
LUMO energy, eV: -9.361
ΔE to the lowest compared entry with this formula, charge and spin, kJ/mol: 0.0

The geometry in ORCA input format:
```
! RIJCOSX wB97M-V def2-TZVPD def2/J DEFGRID3
* xyz 3 1
V 1.99 1.10 0.31
C 2.88 3.95 4.27
C 2.00 3.60 3.06
C 1.25 4.84 2.58
C 1.08 2.45 3.42
C 0.00 2.69 4.27
C -0.82 1.65 4.68
C -0.57 0.35 4.28
C 0.50 0.05 3.44
C 0.85 -1.40 3.15
C 1.85 -1.92 4.20
C -0.37 -2.32 3.14
C 1.29 1.12 3.00
N 2.39 0.89 2.10
C 3.68 0.83 2.69
O 3.90 0.75 3.86
C 4.70 0.93 1.62
C 6.07 0.94 1.76
C 6.84 1.13 0.61
C 6.22 1.33 -0.62
C 4.84 1.30 -0.65
N 4.11 1.09 0.44
C 3.96 1.52 -1.82
O 4.31 1.84 -2.92
N 2.62 1.31 -1.43
C 1.57 1.60 -2.38
C 1.15 2.94 -2.47
C 0.02 3.21 -3.24
C -0.62 2.19 -3.93
C -0.10 0.91 -3.93
C 1.03 0.58 -3.18
C 1.60 -0.81 -3.46
C 3.10 -1.02 -3.31
C 0.85 -1.92 -2.72
C 1.95 4.10 -1.91
C 2.80 4.69 -3.05
C 1.12 5.22 -1.28
H 3.58 4.74 4.00
H 3.44 3.10 4.64
H 2.26 4.32 5.08
H 2.66 3.28 2.24
H 0.69 5.29 3.39
H 0.55 4.61 1.77
H 1.96 5.58 2.22
H -0.19 3.69 4.62
H -1.65 1.86 5.35
H -1.19 -0.45 4.66
H 1.33 -1.45 2.17
H 1.39 -1.90 5.19
H 2.75 -1.32 4.25
H 2.12 -2.95 3.98
H -0.75 -2.49 4.15
H -0.10 -3.30 2.75
H -1.20 -1.92 2.54
H 6.51 0.81 2.74
H 7.92 1.15 0.68
H 6.77 1.51 -1.53
H -0.33 4.23 -3.33
H -1.49 2.42 -4.54
H -0.53 0.16 -4.58
H 1.39 -0.95 -4.53
H 3.42 -1.03 -2.27
H 3.68 -0.28 -3.86
H 3.36 -2.00 -3.73
H 1.13 -1.92 -1.67
H 1.13 -2.89 -3.14
H -0.23 -1.81 -2.81
H 2.63 3.72 -1.14
H 2.15 5.15 -3.79
H 3.41 3.94 -3.55
H 3.46 5.47 -2.66
H 0.50 5.72 -2.02
H 1.79 5.97 -0.87
H 0.47 4.86 -0.48
F -1.02 -4.90 0.09
C -1.56 -3.70 -0.17
C -0.77 -2.60 -0.04
C -1.32 -1.32 -0.22
C -0.54 -0.14 -0.07
O 0.76 -0.24 0.12
C -1.19 1.09 -0.09
C -2.54 1.13 -0.40
N -3.26 0.05 -0.65
C -4.68 0.19 -1.00
C -5.08 1.29 -1.93
C -5.11 -0.13 -2.40
C -2.70 -1.22 -0.52
C -3.47 -2.37 -0.68
C -2.93 -3.63 -0.51
N -3.74 -4.77 -0.67
C -4.91 -4.90 0.19
C -5.98 -5.73 -0.49
N -5.41 -7.07 -0.88
C -4.18 -6.90 -1.74
C -3.15 -6.06 -1.00
C -0.57 2.40 0.24
O -1.18 3.41 0.37
O 0.78 2.35 0.41
H 0.26 -2.72 0.24
H -3.05 2.08 -0.45
H -5.32 -0.06 -0.17
H -4.31 1.93 -2.34
H -6.01 1.79 -1.72
H -4.33 -0.43 -3.09
H -6.06 -0.62 -2.53
H -4.51 -2.28 -0.96
H -5.33 -3.93 0.42
H -4.63 -5.37 1.15
H -6.33 -5.26 -1.41
H -6.83 -5.91 0.17
H -6.11 -7.61 -1.38
H -5.17 -7.60 -0.04
H -4.50 -6.43 -2.66
H -3.79 -7.90 -1.96
H -2.30 -5.93 -1.66
H -2.80 -6.60 -0.11
*
```

2.
Here is a cluster of 11 separate species, C48H55N11 in total from OMol25. Energies are from the ωB97M-V functional and the def2-TZVPD basis.

Output
HOMO level, eV: -7.920
Frontier orbital gap, eV: 8.332
LUMO energy, eV: 0.412
ΔE to the lowest compared entry with this formula, charge and spin, kJ/mol: 0.0

The geometry in ORCA input format:
```
! RIJCOSX wB97M-V def2-TZVPD def2/J DEFGRID3
* xyz 0 1
C -6.07 -0.14 1.76
C -5.23 0.95 2.11
C -6.04 2.00 2.45
N -7.33 1.61 2.25
C -7.37 0.31 1.83
H -5.77 -1.13 1.49
H -4.15 0.95 2.18
H -5.77 2.99 2.78
H -8.12 2.22 2.40
H -8.30 -0.18 1.63
C 5.66 -1.63 -5.30
C 4.58 -2.32 -4.68
C 3.72 -1.37 -4.20
N 4.24 -0.14 -4.50
C 5.39 -0.29 -5.22
H 6.45 -2.07 -5.90
H 4.43 -3.38 -4.60
H 2.84 -1.49 -3.59
H 3.76 0.73 -4.33
H 5.91 0.58 -5.58
C 3.63 1.66 0.91
C 4.81 1.39 1.65
C 4.62 0.18 2.28
N 3.38 -0.27 1.96
C 2.77 0.61 1.10
H 3.46 2.47 0.22
H 5.69 2.01 1.66
H 5.29 -0.39 2.91
H 3.04 -1.19 2.20
H 1.86 0.30 0.61
C 2.23 2.52 -3.44
C 3.08 3.28 -4.30
C 4.32 3.28 -3.73
N 4.27 2.53 -2.59
C 3.01 2.01 -2.44
H 1.19 2.28 -3.56
H 2.76 3.84 -5.17
H 5.22 3.83 -3.97
H 5.04 2.29 -2.00
H 2.80 1.22 -1.74
C 2.18 -5.04 -2.50
C 3.57 -4.89 -2.24
C 3.71 -4.58 -0.91
N 2.46 -4.63 -0.33
C 1.53 -4.89 -1.29
H 1.69 -5.39 -3.40
H 4.36 -5.04 -2.95
H 4.60 -4.44 -0.33
H 2.27 -4.46 0.64
H 0.49 -4.95 -1.03
C -3.00 -3.90 5.07
C -3.92 -2.82 4.97
C -3.58 -2.10 3.85
N -2.51 -2.72 3.26
C -2.15 -3.82 4.00
H -3.00 -4.63 5.86
H -4.73 -2.64 5.65
H -4.02 -1.21 3.45
H -2.02 -2.39 2.44
H -1.35 -4.45 3.68
C -0.35 1.34 2.75
C -1.42 0.94 3.60
C -2.27 2.01 3.69
N -1.77 3.02 2.92
C -0.58 2.63 2.37
H 0.47 0.71 2.43
H -1.48 -0.03 4.08
H -3.20 2.09 4.23
H -2.19 3.93 2.83
H -0.02 3.28 1.71
C 2.34 -2.25 5.07
C 3.51 -2.89 4.68
C 3.55 -3.44 3.41
N 2.50 -3.48 2.60
C 1.37 -2.88 3.00
C 1.25 -2.23 4.21
H 2.24 -1.82 6.06
H 4.37 -2.97 5.33
H 4.46 -3.89 3.02
H 0.51 -3.01 2.36
H 0.35 -1.71 4.48
C -4.06 0.54 -3.05
C -4.89 0.81 -1.97
C -5.74 1.90 -2.05
N -5.85 2.68 -3.12
C -5.05 2.41 -4.15
C -4.15 1.36 -4.16
H -3.45 -0.35 -3.04
H -4.87 0.21 -1.08
H -6.36 2.20 -1.20
H -5.11 3.08 -5.01
H -3.53 1.22 -5.04
C 0.59 4.31 -0.99
C 0.45 5.59 -1.49
C -0.61 5.86 -2.34
N -1.52 4.96 -2.70
C -1.39 3.74 -2.17
C -0.34 3.35 -1.35
H 1.40 4.09 -0.30
H 1.12 6.40 -1.23
H -0.74 6.86 -2.74
H -2.16 3.05 -2.51
H -0.33 2.38 -0.88
C -0.60 -0.18 -1.49
C 0.22 -1.25 -1.16
C -0.04 -1.93 0.01
N -1.01 -1.61 0.85
C -1.85 -0.63 0.50
C -1.68 0.09 -0.67
H -0.46 0.34 -2.43
H 1.04 -1.60 -1.77
H 0.59 -2.77 0.26
H -2.67 -0.39 1.16
H -2.40 0.86 -0.93
*
```

3.
Here is a cluster of 11 separate species, C48H56Br4N8O in total in a non-equilibrium geometry from OMol25. Energies are from the ωB97M-V functional and the def2-TZVPD basis.

Output
HOMO level, eV: -8.482
Frontier orbital gap, eV: 8.949
LUMO energy, eV: 0.467

The geometry in ORCA input format:
```
! RIJCOSX wB97M-V def2-TZVPD def2/J DEFGRID3
* xyz 0 1
C 0.47 -4.38 2.70
C 1.61 -4.26 3.48
C 1.49 -3.63 4.71
N 0.34 -3.15 5.17
C -0.74 -3.27 4.41
C -0.71 -3.84 3.14
H 0.54 -4.82 1.72
H 2.60 -4.52 3.15
H 2.29 -3.59 5.44
H -1.62 -2.82 4.84
H -1.62 -3.99 2.57
C -1.33 5.82 2.93
C -1.58 5.55 1.61
C -2.15 4.33 1.30
N -2.46 3.40 2.20
C -2.20 3.67 3.46
C -1.69 4.89 3.87
H -0.83 6.75 3.17
H -1.25 6.21 0.83
H -2.43 4.11 0.27
H -2.40 2.88 4.17
H -1.50 5.06 4.93
C 4.23 -2.10 -2.91
C 3.09 -1.43 -2.46
C 2.56 -0.41 -3.22
N 3.06 -0.04 -4.40
C 4.06 -0.77 -4.88
C 4.70 -1.75 -4.15
H 4.61 -2.91 -2.31
H 2.72 -1.76 -1.50
H 1.57 0.00 -3.02
H 4.45 -0.48 -5.85
H 5.52 -2.29 -4.62
C 0.06 -4.31 -2.92
C 0.20 -5.37 -3.80
C 0.40 -5.11 -5.14
N 0.58 -3.90 -5.65
C 0.48 -2.88 -4.79
C 0.16 -3.03 -3.45
H -0.02 -4.45 -1.85
H 0.19 -6.36 -3.38
H 0.28 -5.96 -5.81
H 0.44 -1.92 -5.29
H 0.00 -2.19 -2.78
C 3.00 2.92 -1.34
C 1.92 2.28 -0.79
C 0.83 3.06 -0.44
N 0.82 4.41 -0.52
C 1.86 4.98 -1.10
C 3.03 4.31 -1.42
H 3.85 2.44 -1.82
H 1.92 1.19 -0.76
H -0.16 2.74 -0.13
H 1.87 6.05 -1.32
H 3.87 4.84 -1.85
C -0.91 0.29 0.35
C -1.55 0.21 -0.88
C -1.12 -0.73 -1.80
N -0.05 -1.48 -1.58
C 0.55 -1.43 -0.41
C 0.19 -0.52 0.58
H -1.28 1.04 1.04
H -2.43 0.82 -0.99
H -1.59 -0.90 -2.76
H 1.37 -2.09 -0.19
H 0.60 -0.52 1.58
C 0.99 0.56 4.33
C 0.46 1.65 3.65
C 1.34 2.57 3.09
N 2.65 2.59 3.35
C 3.13 1.58 4.06
C 2.36 0.56 4.59
H 0.33 -0.26 4.58
H -0.59 1.70 3.40
H 0.96 3.38 2.47
H 4.20 1.56 4.20
H 2.77 -0.27 5.15
C 5.55 -0.95 2.52
C 4.41 -1.67 2.80
C 3.28 -1.45 2.04
N 3.30 -0.68 0.95
C 4.41 -0.03 0.63
C 5.53 -0.10 1.44
H 6.43 -1.14 3.12
H 4.37 -2.38 3.62
H 2.34 -1.91 2.30
H 4.38 0.53 -0.30
H 6.46 0.34 1.09
C -3.72 -0.71 -0.09
C -4.29 -0.09 1.15
C -3.08 0.03 2.09
O -2.24 -1.04 1.76
C -2.62 -1.60 0.51
H -3.23 -0.07 -0.83
H -4.36 -1.39 -0.67
H -4.97 -0.87 1.51
H -4.91 0.79 1.03
H -3.48 0.09 3.10
H -2.53 0.95 1.87
H -3.06 -2.59 0.76
H -1.79 -1.83 -0.16
Br -3.52 -1.79 -3.92
C -3.14 -1.17 -5.74
C -2.34 0.07 -5.65
Br -3.43 1.53 -4.96
H -4.08 -1.00 -6.25
H -2.59 -1.99 -6.19
H -2.05 0.40 -6.64
H -1.42 0.01 -5.07
Br -4.24 3.01 -1.58
C -5.13 2.62 0.14
C -6.62 2.49 -0.10
Br -7.64 3.38 1.31
H -4.91 3.53 0.70
H -4.67 1.77 0.63
H -6.93 1.45 -0.08
H -6.88 2.91 -1.06
*
```

4.
Here is a structure of composition C48H57AsCsN3OPS4 from OMol25. Energies are from the ωB97M-V functional and the def2-TZVPD basis.

Output
HOMO level, eV: -3.913
Frontier orbital gap, eV: 5.871
LUMO energy, eV: 1.958
ΔE to the lowest compared entry with this formula, charge and spin, kJ/mol: 0.0

The geometry in ORCA input format:
```
! RIJCOSX wB97M-V def2-TZVPD def2/J DEFGRID3
* xyz -1 1
Cs 0.05 -1.97 -1.27
S 2.07 -3.69 -3.23
C 2.93 -5.07 -2.62
C 3.17 -6.19 -3.45
C 3.86 -7.31 -3.02
C 4.39 -7.36 -1.73
C 4.18 -6.28 -0.89
C 3.45 -5.17 -1.31
S 3.20 -3.82 -0.18
C 2.59 -4.72 1.29
C 1.88 -3.74 2.18
C 2.57 -3.04 3.16
C 1.88 -2.09 3.91
C 0.54 -1.90 3.67
C -0.09 -2.66 2.68
C -1.54 -2.47 2.37
S -1.74 -0.94 1.37
C -2.98 0.86 -0.44
C -2.64 1.95 0.35
C -1.77 2.91 -0.14
C -1.24 2.75 -1.42
C -1.55 1.64 -2.19
C -2.42 0.64 -1.70
S -2.75 -0.82 -2.56
N 0.58 -3.55 1.94
H 2.77 -6.15 -4.46
H 4.01 -8.14 -3.70
H 4.95 -8.22 -1.39
H 4.60 -6.29 0.11
H 3.42 -5.19 1.82
H 1.89 -5.48 0.95
H 3.63 -3.22 3.32
H 2.39 -1.51 4.67
H -0.03 -1.15 4.21
H -2.11 -2.38 3.30
H -1.88 -3.35 1.82
H -3.04 2.05 1.36
H -1.50 3.77 0.47
H -0.55 3.49 -1.82
H -1.12 1.50 -3.17
C 2.43 4.75 0.80
C 1.08 4.14 1.13
N 0.87 3.98 2.57
C 0.29 5.10 3.30
C -1.22 4.93 3.47
C 1.36 2.93 3.28
O 1.34 2.88 4.50
C 1.91 1.80 2.48
C 3.22 1.38 2.69
C 3.70 0.29 1.96
C 2.84 -0.32 1.06
N 1.58 0.07 0.87
C 1.13 1.10 1.58
H 2.52 4.92 -0.28
H 3.24 4.07 1.10
H 2.57 5.70 1.31
H 0.96 3.18 0.63
H 0.28 4.79 0.76
H 0.51 6.01 2.75
H 0.77 5.16 4.27
H -1.72 4.86 2.51
H -1.64 5.79 4.01
H -1.43 4.03 4.04
H 3.84 1.89 3.41
H 4.71 -0.07 2.09
H 3.16 -1.17 0.46
H 0.09 1.36 1.41
C 2.41 2.69 -2.22
C 3.60 1.74 -2.30
As 2.97 -0.12 -2.48
C 4.69 -1.07 -2.40
C 5.86 -0.54 -3.23
C 2.59 -0.19 -4.42
C 3.24 0.83 -5.34
H 2.72 3.73 -2.09
H 1.76 2.42 -1.39
H 1.80 2.64 -3.13
H 4.18 1.79 -1.37
H 4.28 2.01 -3.12
H 4.44 -2.09 -2.71
H 4.96 -1.12 -1.35
H 5.64 -0.57 -4.29
H 6.76 -1.14 -3.06
H 6.10 0.50 -2.96
H 1.50 -0.13 -4.51
H 2.85 -1.22 -4.71
H 2.94 1.85 -5.08
H 2.95 0.66 -6.38
H 4.33 0.80 -5.29
C -4.39 -2.12 0.18
P -4.23 -0.31 0.11
C -5.59 0.13 -1.08
C -6.50 -0.79 -1.61
C -7.49 -0.39 -2.49
C -7.60 0.93 -2.88
C -6.69 1.86 -2.38
C -5.70 1.46 -1.50
C -4.91 0.27 1.70
C -4.91 -0.56 2.81
C -5.45 -0.14 4.01
C -5.99 1.14 4.12
C -5.99 1.98 3.02
C -5.46 1.54 1.81
H -3.80 -2.52 0.99
H -4.03 -2.53 -0.77
H -5.45 -2.34 0.33
H -6.42 -1.84 -1.36
H -8.17 -1.14 -2.90
H -8.37 1.24 -3.58
H -6.74 2.89 -2.70
H -4.96 2.19 -1.18
H -4.46 -1.54 2.75
H -5.44 -0.80 4.87
H -6.40 1.48 5.06
H -6.40 2.98 3.09
H -5.48 2.21 0.96
*
```